CH6N2O2S | wB97M-V/def2-TZVPD

Geometry (Å):
C: 0.1705 0.0871 -1.2855
N: -1.1515 -0.5709 -1.3980
N: 0.7028 0.1403 2.4573
O: -0.6703 1.4010 0.8249
O: 0.8179 -0.4180 -0.1891
S: -0.3218 0.0345 1.1480
H: -1.0956 -1.5978 -1.3478
H: 0.7410 -0.1844 -2.2012
H: -0.0817 1.1604 -1.0712
H: -1.5335 -0.2406 -2.2463
H: 1.2931 0.8810 2.4758
H: 1.1290 -0.6927 2.8331

The calculation puts the lowest unoccupied orbital energy (spin up / spin down) at 0.03266 / -0.10451 Ha. As for the total charge: 0. The maximum force comes out at 5.82 eV/Å. The calculation puts the highest occupied orbital energy (spin up / spin down) at -4.8 / -9.7 eV. Its energy above the lowest of the compared OMol25 structures with the same formula, charge and spin is 1.237 eV. The spin multiplicity is 3. The calculation puts the HOMO-LUMO gap (spin up / spin down) at 5.66 / 6.83 eV.



C3H5N3O | wB97M-V/def2-TZVPD

Geometry (Å):
C: 1.6704 -0.1164 -0.0180
C: 0.2244 -0.3019 0.0325
C: -0.6150 -1.4280 -0.0747
H: 1.9686 0.3773 1.0382
H: 1.9571 0.7407 -0.7473
H: 2.0333 -1.1366 -0.0831
H: -0.6591 -2.6032 -0.3816
H: -1.6157 2.3325 0.0828
N: -1.9040 -0.9576 0.0636
N: -1.8715 0.3105 -0.0265
N: -0.5924 0.7323 0.2706
O: -0.5963 2.0504 -0.1565

The calculation puts the lowest unoccupied orbital energy at 0.02055 Ha. As for the total charge: 0. The maximum force comes out at 4.85 eV/Å. Its structure (SMILES) is Cc1cnnn1O. The calculation puts the highest occupied orbital energy at -9.2 eV. Its energy above the lowest of the compared OMol25 structures with the same formula, charge and spin is 5.538 eV. The spin multiplicity is 1. The calculation puts the HOMO-LUMO gap at 9.80 eV.



C35H38MoN3O2S2Si | wB97M-V/def2-TZVPD

Geometry (Å):
Mo: 0.0147 -0.1269 -0.0775
C: 1.0495 -3.1295 2.0308
C: 2.3570 -2.4190 1.8271
C: 3.5230 -3.1798 1.8740
C: 4.7697 -2.5898 1.8183
C: 4.8604 -1.2084 1.7890
C: 3.7243 -0.4115 1.7435
C: 3.9301 1.0729 1.8942
C: 2.4700 -1.0411 1.6645
N: 1.2947 -0.1972 1.5089
C: 1.0385 0.5469 2.6685
O: 1.5910 0.4073 3.7303
C: -0.0316 1.5632 2.4457
C: -0.4594 2.4988 3.3674
C: -1.4714 3.3737 2.9888
C: -2.0189 3.2833 1.7136
C: -1.5250 2.3151 0.8627
N: -0.5525 1.4914 1.2277
C: -1.9700 2.0746 -0.5387
O: -2.8717 2.6831 -1.0560
N: -1.2144 1.0688 -1.1475
C: -1.4313 1.0241 -2.5837
C: -0.9101 2.0976 -3.3166
C: -0.3564 3.3300 -2.6608
C: -1.0419 2.0776 -4.6988
C: -1.7211 1.0540 -5.3392
C: -2.3374 0.0745 -4.5840
C: -2.2339 0.0601 -3.1954
C: -3.0896 -0.9148 -2.4427
H: 1.1688 -3.8726 2.8179
H: 0.7405 -3.6600 1.1298
H: 0.2490 -2.4509 2.3232
H: 3.4335 -4.2526 1.9852
H: 5.6631 -3.1961 1.8507
H: 5.8295 -0.7288 1.8276
H: 4.7940 1.4031 1.3195
H: 4.1192 1.2956 2.9453
H: 3.0783 1.6749 1.5967
H: -0.0047 2.5170 4.3470
H: -1.8294 4.1217 3.6816
H: -2.8116 3.9305 1.3690
H: 0.1316 3.1298 -1.7053
H: -1.1741 4.0305 -2.4778
H: 0.3634 3.8191 -3.3099
H: -0.6300 2.8975 -5.2718
H: -1.8127 1.0508 -6.4154
H: -2.9451 -0.6810 -5.0642
H: -4.1305 -0.7554 -2.7248
H: -3.0144 -0.7928 -1.3661
H: -2.8368 -1.9427 -2.7001
C: -3.1031 -3.5880 1.0703
C: -1.9750 -2.8182 0.4516
S: -1.7586 -1.1944 1.0391
C: -1.1740 -3.2613 -0.5145
C: -1.2554 -4.6221 -1.1494
S: 0.0616 -2.2013 -1.1684
H: -3.2499 -3.3016 2.1106
H: -2.9099 -4.6575 1.0292
H: -4.0350 -3.3934 0.5375
H: -1.2966 -5.4033 -0.3906
H: -0.3896 -4.8121 -1.7804
H: -2.1496 -4.7117 -1.7688
C: 1.3283 -0.8587 -3.7957
Si: 1.8523 -0.3502 -2.0867
C: 3.3113 -1.3525 -1.5222
C: 2.3217 1.4540 -2.0732
C: 2.7000 2.0812 -3.2635
C: 3.2483 3.3540 -3.2437
C: 3.3821 4.0412 -2.0447
C: 2.9777 3.4498 -0.8574
C: 2.4666 2.1610 -0.8794
H: 2.2156 -0.7882 -4.4294
H: 0.5584 -0.2117 -4.2055
H: 0.9818 -1.8850 -3.8337
H: 3.9745 -1.4109 -2.3883
H: 3.0554 -2.3640 -1.2149
H: 3.8507 -0.8719 -0.7122
H: 2.5874 1.5681 -4.2087
H: 3.5647 3.8168 -4.1682
H: 3.8043 5.0362 -2.0372
H: 3.0850 3.9790 0.0792
H: 2.1907 1.6866 0.0559

The calculation puts the lowest unoccupied orbital energy at -0.18519 Ha. As for the total charge: +1. The maximum force comes out at 1.42 eV/Å. The calculation puts the highest occupied orbital energy at -10.8 eV. Its energy above the lowest of the compared OMol25 structures with the same formula, charge and spin is 0.090 eV. The spin multiplicity is 1. The calculation puts the HOMO-LUMO gap at 5.77 eV.